[1]
DFT (the ωB97M-V functional and the def2-TZVPD basis) results for the molecule C23H22Cl2N2O at a distorted geometry.

2S+1: 1
Gap between HOMO and LUMO in hartree: 0.2955
Structure (SMILES): O=c1c(-c2ccc(Cl)c(Cl)c2)cccn1[C@@H](CN1CCCC1)c1ccccc1

Atoms and positions in Å:
O1 -1.805 -0.130 -0.499
C1 -0.713 0.421 -0.120
C2 -0.154 1.715 -0.733
C3 -0.830 2.531 -1.825
C4 -2.228 2.494 -2.051
C5 -2.746 3.246 -3.175
C6 -1.923 4.151 -3.875
Cl1 -2.658 5.287 -4.996
C7 -0.474 4.215 -3.529
Cl2 0.630 5.184 -4.466
C8 0.008 3.339 -2.570
C9 0.948 2.217 -0.216
C10 1.497 1.615 0.915
C11 1.115 0.500 1.443
N1 0.018 -0.205 0.868
C12 -0.291 -1.583 1.260
C13 1.041 -2.380 0.951
N2 1.362 -2.180 -0.487
C14 2.339 -1.209 -0.955
C15 2.654 -1.901 -2.325
C16 1.113 -2.317 -2.685
C17 0.225 -2.474 -1.426
C18 -0.712 -1.469 2.747
C19 -1.765 -0.464 2.994
C20 -2.102 -0.342 4.359
C21 -1.481 -0.978 5.401
C22 -0.454 -1.993 5.118
C23 -0.086 -2.137 3.798
H1 -3.041 1.897 -1.499
H2 -3.840 3.238 -3.382
H3 1.106 3.125 -2.641
H4 1.354 3.156 -0.535
H5 2.200 2.129 1.493
H6 1.673 0.216 2.352
H7 -1.127 -2.024 0.857
H8 0.871 -3.468 1.113
H9 1.880 -2.108 1.585
H10 3.157 -1.186 -0.249
H11 1.843 -0.262 -1.053
H12 3.266 -2.848 -2.220
H13 3.199 -1.233 -2.957
H14 0.665 -1.530 -3.348
H15 1.220 -3.294 -3.196
H16 -0.503 -1.745 -1.620
H17 -0.244 -3.463 -1.366
H18 -2.366 0.176 2.312
H19 -2.841 0.406 4.551
H20 -1.812 -0.914 6.450
H21 0.019 -2.619 5.829
H22 0.794 -2.801 3.604

natural (NBO) population analysis, charges in e, atoms 1 to 5:
1 O -0.68
2 C 0.65
3 C -0.09
4 C -0.04
5 C -0.18

[2]
DFT (the ωB97M-V functional and the def2-TZVPD basis) results for C23H22Cl2N4O3PS5V as an isolated structure at a distorted geometry.

Net charge: -1
2S+1: 4
Gap between HOMO and LUMO (spin up / spin down) in hartree: 0.1687 / 0.1708

Atoms and positions in Å:
V1 -0.075 -0.427 -0.346
C1 0.820 -1.114 5.066
C2 -0.026 -1.884 4.135
N1 -0.856 -2.842 4.414
N2 -1.334 -3.262 3.215
C3 -0.820 -2.552 2.181
S1 -1.132 -2.768 0.575
N3 0.019 -1.649 2.786
N4 0.762 -0.700 2.139
H1 0.773 -1.562 6.051
H2 0.490 -0.078 5.138
H3 1.846 -1.119 4.693
H4 -1.995 -4.018 3.147
H5 1.792 -0.927 2.087
H6 0.678 0.215 2.583
S2 0.962 1.523 -0.949
S3 2.144 1.858 0.679
S4 3.834 0.640 0.657
S5 3.777 -0.642 2.181
O1 -1.459 0.469 0.630
P1 -2.911 0.461 0.281
C4 -3.292 0.578 -1.492
C5 -2.303 1.055 -2.344
C6 -2.555 1.181 -3.699
C7 -3.802 0.851 -4.208
C8 -4.804 0.418 -3.355
C9 -4.556 0.286 -2.000
C10 -3.709 -1.029 0.958
C11 -4.325 -2.038 0.217
C12 -4.955 -3.081 0.865
C13 -4.972 -3.145 2.253
C14 -4.350 -2.149 2.997
C15 -3.734 -1.098 2.354
C16 -3.724 1.865 1.063
C17 -4.870 2.474 0.542
C18 -5.531 3.444 1.262
C19 -5.074 3.825 2.520
C20 -3.917 3.247 3.031
C21 -3.247 2.283 2.312
H7 -1.328 1.317 -1.941
H8 -1.773 1.528 -4.358
H9 -3.994 0.933 -5.268
H10 -5.780 0.171 -3.749
H11 -5.341 -0.050 -1.337
H12 -4.272 -2.024 -0.861
H13 -5.439 -3.859 0.291
H14 -5.463 -3.968 2.753
H15 -4.360 -2.198 4.078
H16 -3.250 -0.316 2.924
H17 -5.226 2.192 -0.437
H18 -6.421 3.905 0.852
H19 -5.606 4.575 3.089
H20 -3.548 3.551 4.002
H21 -2.330 1.852 2.692
Cl1 0.213 -4.202 -2.286
C22 0.380 -2.599 -3.011
Cl2 -1.146 -1.724 -2.862
C23 1.482 -1.812 -2.230
O2 2.574 -1.698 -2.752
O3 1.083 -1.394 -1.115
H22 0.639 -2.719 -4.064

natural (NBO) population analysis, charges in e, atoms 1 to 5:
1 V 0.85
2 C -0.67
3 C 0.36
4 N -0.30
5 N -0.38

[3]
DFT (the ωB97M-V functional and the def2-TZVPD basis) results for C23H22F3MnN3O2SSe2 as an isolated structure at a distorted geometry.

2S+1: 2
Gap between HOMO and LUMO (spin up / spin down) in hartree: 0.2251 / 0.2124

Atoms and positions in Å:
Mn1 0.470 0.406 0.628
O1 -0.034 2.494 2.868
C1 -0.977 2.177 3.876
C2 -1.306 0.687 3.954
C3 -2.098 0.584 5.272
O2 -2.578 -0.722 5.569
C4 -0.071 -0.194 4.103
Se1 1.232 -0.324 2.648
C5 -2.211 0.160 2.833
Se2 -1.823 0.561 0.959
H1 0.214 3.417 2.942
H2 -1.914 2.723 3.722
H3 -0.564 2.470 4.850
H4 -2.920 1.308 5.244
H5 -1.448 0.851 6.106
H6 -3.230 -0.974 4.909
H7 -0.386 -1.222 4.273
H8 0.516 0.121 4.966
H9 -3.220 0.553 2.974
H10 -2.252 -0.925 2.893
C6 0.113 -5.232 -0.647
C7 0.303 -4.524 0.533
C8 0.329 -3.140 0.533
C9 0.179 -2.415 -0.652
C10 -0.035 -3.132 -1.831
C11 -0.062 -4.521 -1.821
N1 0.242 -1.021 -0.581
N2 -0.182 -0.206 -1.633
C12 -0.540 1.208 -3.348
C13 -1.043 1.846 -4.464
C14 -1.209 3.229 -4.417
C15 -0.873 3.953 -3.277
C16 -0.363 3.315 -2.149
C17 -0.207 1.954 -2.227
H11 0.103 -6.316 -0.649
H12 0.431 -5.054 1.471
H13 0.468 -2.599 1.455
H14 -0.163 -2.625 -2.772
H15 -0.219 -5.047 -2.756
H16 -1.299 1.286 -5.357
H17 -1.608 3.748 -5.281
H18 -1.022 5.026 -3.258
H19 -0.094 3.859 -1.252
F1 4.842 -0.310 -2.390
C18 4.094 0.368 -1.494
F2 4.653 1.587 -1.386
F3 4.268 -0.255 -0.317
C19 2.632 0.426 -1.902
C20 2.311 -0.257 -3.161
C21 1.138 -0.577 -3.714
C22 -0.199 -0.258 -3.101
N3 0.304 1.057 -1.229
C23 1.790 1.074 -1.052
S1 2.190 1.920 0.397
H20 3.182 -0.542 -3.733
H21 1.137 -1.058 -4.690
H22 -0.990 -0.918 -3.439

natural (NBO) population analysis, charges in e, atoms 1 to 5:
1 Mn 0.34
2 O -0.72
3 C -0.05
4 C -0.15
5 C -0.05

[4]
DFT (the ωB97M-V functional and the def2-TZVPD basis) results for C23H22F6N2O4RuS2 as an isolated structure.

Net charge: +1
2S+1: 6
Gap between HOMO and LUMO (spin up / spin down) in hartree: 0.3108 / 0.2420

Atoms and positions in Å:
Ru1 -0.584 -0.092 -0.077
C1 -1.925 -2.580 2.380
C2 -2.009 -1.151 1.934
C3 -1.264 -0.158 2.569
C4 -1.396 1.191 2.222
C5 -0.610 2.249 2.939
C6 -2.295 1.541 1.209
C7 -3.021 0.573 0.511
C8 -4.016 0.960 -0.546
C9 -2.847 -0.775 0.875
H1 -2.589 -2.729 3.235
H2 -0.914 -2.840 2.693
H3 -2.238 -3.269 1.596
H4 -0.566 -0.439 3.350
H5 -1.211 2.650 3.758
H6 -0.362 3.080 2.277
H7 0.307 1.845 3.369
H8 -2.415 2.584 0.943
H9 -5.007 1.034 -0.091
H10 -4.072 0.215 -1.339
H11 -3.773 1.924 -0.988
H12 -3.445 -1.531 0.379
N1 1.597 0.753 0.658
C10 2.598 -0.063 1.289
C11 3.356 0.459 2.322
C12 4.370 -0.290 2.897
C13 4.639 -1.564 2.425
C14 3.864 -2.090 1.402
C15 2.825 -1.358 0.834
C16 1.931 -1.988 -0.175
C17 2.408 -2.655 -1.293
C18 1.530 -3.245 -2.211
C19 0.165 -3.224 -2.005
C20 -0.335 -2.596 -0.858
C21 0.553 -1.945 -0.011
H13 1.567 1.689 1.042
H14 1.762 0.825 -0.343
H15 3.172 1.476 2.658
H16 4.961 0.129 3.703
H17 5.439 -2.151 2.857
H18 4.039 -3.103 1.057
H19 3.476 -2.677 -1.475
H20 1.931 -3.741 -3.086
H21 -0.508 -3.721 -2.691
H22 -1.386 -2.708 -0.610
F1 -1.687 4.766 -1.230
C22 -1.336 4.067 -2.304
F2 -1.014 4.875 -3.288
F3 -2.355 3.290 -2.671
S1 0.090 3.007 -1.839
O1 -0.507 2.088 -0.860
O2 1.126 3.853 -1.353
N2 0.404 2.321 -3.218
S2 0.631 0.778 -3.351
O3 1.408 0.438 -4.487
O4 0.975 0.169 -2.063
C23 -1.044 0.093 -3.694
F4 -0.935 -1.138 -4.157
F5 -1.753 0.044 -2.528
F6 -1.701 0.853 -4.542

natural (NBO) population analysis, charges in e, atoms 1 to 5:
1 Ru 1.32
2 C -0.65
3 C -0.01
4 C -0.18
5 C 0.02

The lowest 2S+1 belongs to which entry?
C23H22Cl2N2O